# 1
C51H49BN10O2P2SW | ωB97M-V with the def2-TZVPD basis set

```
! RIJCOSX wB97M-V def2-TZVPD def2/J DEFGRID3
* xyz 3 4
W 0.6024 -0.0530 0.1756
C 0.8350 -0.4743 4.5054
C 0.1683 -0.0400 3.3744
N 0.7246 -0.5865 2.2795
N 1.7589 -1.3679 2.6967
C 1.8278 -1.3211 4.0290
B 2.5536 -2.3036 1.7019
N 1.4851 -2.9492 0.7948
C 1.2203 -4.2426 0.6049
C 0.0909 -4.3678 -0.1867
C -0.2971 -3.0714 -0.4345
N 0.5421 -2.2043 0.1499
N 3.4090 -1.3845 0.7607
C 4.7183 -1.2605 0.5161
C 4.9262 -0.2590 -0.4181
C 3.6611 0.2066 -0.7073
N 2.7405 -0.4701 -0.0027
N 3.2735 -3.3505 2.4906
C 4.5738 -3.7605 2.6745
C 4.5757 -4.7665 3.5887
C 3.2175 -4.9277 3.9378
N 2.4310 -4.0861 3.2946
H 0.6108 -0.2409 5.5338
H -0.6934 0.6033 3.2944
H 2.5535 -1.9162 4.5614
H 1.8417 -4.9978 1.0590
H -0.3791 -5.2758 -0.5252
H -1.1391 -2.7278 -1.0078
H 5.4415 -1.8909 0.9939
H 5.8661 0.0705 -0.8308
H 3.3696 0.9762 -1.3989
H 5.4121 -3.3463 2.1494
H 5.4274 -5.3192 3.9501
H 2.7857 -5.6301 4.6381
C -5.2008 6.2020 0.3988
C -3.9639 5.4571 -0.0132
C -2.6960 5.9848 0.2364
C -1.5557 5.3263 -0.1759
C -1.6877 4.0962 -0.8287
C -2.9466 3.5509 -1.0956
C -4.0682 4.2407 -0.6936
S -0.3042 3.3129 -1.4648
O -0.6896 2.3744 -2.4558
O 0.7474 4.2558 -1.6825
N 0.3690 2.2305 -0.2178
C 1.2605 2.6741 0.6578
C 1.7726 3.9840 0.9813
C 2.7349 4.0734 1.9658
C 3.1916 2.9222 2.5947
C 2.6530 1.6557 2.2272
N 1.7306 1.5677 1.3260
H -4.9791 6.9965 1.1084
H -5.9335 5.5256 0.8404
H -5.6701 6.6572 -0.4762
H -2.6066 6.9473 0.7254
H -0.5935 5.7997 -0.0527
H -3.0423 2.6243 -1.6448
H -5.0493 3.8394 -0.9199
H 1.4410 4.8552 0.4504
H 3.1424 5.0392 2.2373
H 3.9548 2.9669 3.3615
H 2.9867 0.7345 2.6922
C -2.5117 0.2516 -2.6335
C -2.9112 -0.5214 -1.3857
P -2.0311 -0.3759 0.2204
C -2.8883 0.9003 1.2095
C -2.1971 1.8671 1.9348
C -2.8589 2.7241 2.8032
C -4.2362 2.6321 2.9378
C -4.9426 1.6851 2.2031
C -4.2734 0.8178 1.3544
C -2.6211 -1.9127 1.0557
C -1.9567 -2.4600 2.1523
C -2.4759 -3.5510 2.8307
C -3.6747 -4.1199 2.4262
C -4.3447 -3.5897 1.3342
C -3.8250 -2.4962 0.6523
C -1.2270 -0.1664 -3.3527
P 0.3939 -0.3570 -2.4999
C 1.5389 0.6184 -3.5391
C 1.7591 0.1439 -4.8347
C 2.5527 0.8616 -5.7155
C 3.1380 2.0567 -5.3161
C 2.9161 2.5405 -4.0361
C 2.1120 1.8265 -3.1593
C 0.9607 -2.0633 -2.9162
C 0.1331 -3.0571 -3.4305
C 0.6458 -4.3035 -3.7789
C 1.9901 -4.5783 -3.6014
C 2.8244 -3.5976 -3.0769
C 2.3154 -2.3522 -2.7465
H -2.5112 1.3186 -2.4471
H -3.3154 0.0761 -3.3497
H -2.9299 -1.5926 -1.6000
H -3.9344 -0.2466 -1.1250
H -1.1247 1.9579 1.8334
H -2.3033 3.4626 3.3695
H -4.7612 3.2903 3.6188
H -6.0172 1.6043 2.3094
H -4.8445 0.0626 0.8273
H -1.0162 -2.0625 2.4772
H -1.9329 -3.9623 3.6725
H -4.0831 -4.9719 2.9552
H -5.2789 -4.0254 1.0040
H -4.3862 -2.1228 -0.1934
H -1.0090 0.5801 -4.1158
H -1.3837 -1.1037 -3.8742
H 1.3220 -0.7904 -5.1640
H 2.7134 0.4850 -6.7169
H 3.7575 2.6133 -6.0074
H 3.3501 3.4825 -3.7252
H 1.9247 2.2480 -2.1800
H -0.9295 -2.9036 -3.5655
H -0.0142 -5.0550 -4.1937
H 2.3918 -5.5434 -3.8833
H 3.8823 -3.7938 -2.9537
H 2.9965 -1.5903 -2.3894
*
```

Summary:
expectation value of S² = 3.797
relative energy (zero: lowest compared OMol25 entry of this formula, charge and spin) = 49.8 kJ/mol
gap between HOMO and LUMO (spin up / spin down) = 6.991 / 4.511 eV
HOMO energy (spin up / spin down) = -15.73 / -15.74 eV
energy = -3842.9478 hartree

# 2
C51H49CoN2P3SSi | ωB97M-V with the def2-TZVPD basis set

```
! RIJCOSX wB97M-V def2-TZVPD def2/J DEFGRID3
* xyz 1 1
Co -0.2016 0.2311 0.5570
C 1.8545 5.6030 -2.3899
C 2.9042 5.2698 -1.5468
C 2.8139 4.1559 -0.7237
C 1.6638 3.3697 -0.7461
C 0.6195 3.7002 -1.6095
C 0.7071 4.8195 -2.4194
P 1.4327 1.9643 0.3559
C 3.0945 1.4360 0.8544
C 3.3193 1.0041 2.1636
C 4.5297 0.4215 2.5066
C 5.5248 0.2643 1.5524
C 5.3099 0.6984 0.2539
C 4.0999 1.2742 -0.0944
C 0.6165 2.4794 1.8526
C 0.7423 3.6046 2.6610
C -0.0909 3.7096 3.7628
C -1.0095 2.6921 4.0276
C -1.1196 1.5715 3.2027
C -0.3014 1.4492 2.0811
H 1.9309 6.4737 -3.0266
H 3.7968 5.8787 -1.5256
H 3.6338 3.9080 -0.0617
H -0.2677 3.0705 -1.6449
H -0.1111 5.0737 -3.0808
H 2.5436 1.1052 2.9127
H 4.6958 0.0917 3.5243
H 6.4687 -0.1914 1.8214
H 6.0846 0.5825 -0.4931
H 3.9471 1.6067 -1.1166
H 1.4582 4.3773 2.4274
H -0.0337 4.5706 4.4169
H -1.6562 2.7803 4.8891
H -1.8642 0.8270 3.4551
C 2.1224 -5.9615 1.3950
Si 2.7659 -4.2588 1.8422
C 3.8653 -3.5958 0.4828
C 3.7369 -4.3021 3.4441
C 1.2325 -3.1892 2.1906
C 0.4167 -3.5614 3.2540
C -0.7121 -2.8192 3.6084
C -1.0031 -1.6937 2.8762
N -0.2531 -1.3209 1.8305
C 0.8263 -2.0375 1.5052
S 1.6333 -1.2866 0.1457
H 2.9504 -6.6479 1.2012
H 1.5056 -5.9186 0.4956
H 1.5174 -6.3926 2.1943
H 4.7363 -4.2536 0.4132
H 4.2232 -2.5862 0.6972
H 3.3754 -3.5837 -0.4918
H 4.5520 -5.0269 3.3815
H 3.1210 -4.5729 4.3027
H 4.1771 -3.3222 3.6456
H 0.6634 -4.4451 3.8361
H -1.3375 -3.1040 4.4394
H -1.8524 -1.0814 3.1030
C -2.1508 1.2794 -2.9863
N -1.9341 0.3565 -1.8719
P -0.5149 -0.6285 -1.5709
C 0.6118 -0.2691 -2.9609
C 1.8893 0.2398 -2.7344
C 2.7189 0.5915 -3.7845
C 2.2879 0.4340 -5.0926
C 1.0215 -0.0747 -5.3405
C 0.1892 -0.4181 -4.2867
C -1.0995 -2.3412 -1.7751
C -1.6477 -2.9747 -0.6616
C -2.1836 -4.2500 -0.7594
C -2.1914 -4.9090 -1.9790
C -1.6527 -4.2853 -3.0946
C -1.1056 -3.0167 -2.9932
P -2.2328 0.7858 -0.2298
C -3.6401 -0.2730 0.2034
C -4.0712 -0.3299 1.5278
C -5.1279 -1.1471 1.8859
C -5.7764 -1.8996 0.9164
C -5.3730 -1.8249 -0.4095
C -4.3052 -1.0140 -0.7676
C -2.9835 2.4283 -0.1941
C -4.2734 2.6053 -0.7039
C -4.8607 3.8564 -0.6869
C -4.1735 4.9380 -0.1495
C -2.9025 4.7676 0.3753
C -2.3020 3.5159 0.3499
H -1.8892 0.7914 -3.9194
H -1.5586 2.1933 -2.8963
H -3.2042 1.5524 -3.0424
H 2.2449 0.3399 -1.7307
H 3.7042 0.9908 -3.5820
H 2.9345 0.7068 -5.9173
H 0.6747 -0.1988 -6.3580
H -0.8064 -0.7808 -4.5135
H -1.6819 -2.4683 0.2907
H -2.6015 -4.7202 0.1220
H -2.6095 -5.9041 -2.0622
H -1.6431 -4.7918 -4.0490
H -0.6601 -2.5876 -3.8745
H -3.5962 0.2910 2.2735
H -5.4574 -1.1881 2.9171
H -6.6055 -2.5368 1.1947
H -5.8791 -2.4084 -1.1653
H -3.9611 -0.9852 -1.7935
H -4.8248 1.7566 -1.0892
H -5.8606 3.9886 -1.0790
H -4.6404 5.9149 -0.1315
H -2.3742 5.6074 0.8089
H -1.3196 3.3831 0.7789
*
```

Summary:
gap between HOMO and LUMO (spin up / spin down) = 7.659 / 7.238 eV
HOMO energy (spin up / spin down) = -10.06 / -10.08 eV
energy = -5176.7246 hartree

# 3
C51H50AsBaGeN3O6S2 | ωB97M-V with the def2-TZVPD basis set

```
! RIJCOSX wB97M-V def2-TZVPD def2/J DEFGRID3
* xyz 0 1
Ba -0.2716 0.5071 0.6960
C 2.0174 -3.4018 5.0231
C 2.2786 -2.2656 5.7828
C 2.0627 -1.0050 5.2571
C 1.5811 -0.8871 3.9548
C 1.3286 -2.0162 3.1906
C 1.5440 -3.2774 3.7267
N 1.2962 0.3733 3.3318
N 1.6722 1.3561 3.9823
C 1.3016 2.6254 3.4472
C 1.6912 3.7199 4.2056
C 1.3296 4.9830 3.7670
C 0.5919 5.0912 2.5987
C 0.2626 3.9305 1.9122
N 0.6180 2.7170 2.3160
H 2.1823 -4.3839 5.4469
H 2.6498 -2.3664 6.7944
H 2.2540 -0.1175 5.8408
H 0.9933 -1.8984 2.1709
H 1.3349 -4.1594 3.1339
H 2.2550 3.5580 5.1123
H 1.6131 5.8619 4.3303
H 0.2690 6.0500 2.2184
H -0.3198 3.9866 1.0020
O -0.4726 -0.6521 -4.0416
S 0.2045 -0.1922 -2.8603
O 0.1017 1.3332 -2.7975
O -0.2777 -0.7454 -1.6168
C 1.9294 -0.5960 -3.0191
C 2.2356 -1.1811 -4.2428
C 3.5045 -1.6824 -4.4856
C 4.4668 -1.6084 -3.4984
C 4.1708 -1.0070 -2.2838
C 2.9101 -0.4887 -2.0199
S 2.7681 0.2954 -0.3979
O 2.1585 -0.7085 0.4844
O 4.1178 0.6518 -0.0587
O 1.8591 1.4375 -0.5666
H 1.4620 -1.2563 -4.9918
H 3.7285 -2.1338 -5.4432
H 5.4589 -2.0051 -3.6707
H 4.9279 -0.9064 -1.5196
C -1.9270 -6.5251 3.6739
C -2.0782 -5.2101 4.0878
C -1.8147 -4.1725 3.2043
C -1.4130 -4.4475 1.9018
C -1.2628 -5.7685 1.4898
C -1.5181 -6.8036 2.3762
As -1.0469 -2.9404 0.7349
C 0.0504 -3.6668 -0.6790
C 1.4091 -3.9333 -0.6227
C 2.0871 -4.2652 -1.7877
C 1.4070 -4.3058 -2.9997
C 0.0509 -4.0233 -3.0593
C -0.6390 -3.7011 -1.8953
C -2.0627 -3.3199 -1.8161
C -2.9527 -3.2598 -2.8825
C -4.2624 -2.8591 -2.6633
C -4.6922 -2.5019 -1.3909
C -3.8050 -2.5336 -0.3237
C -2.5035 -2.9561 -0.5394
H -2.1254 -7.3352 4.3639
H -2.3932 -4.9910 5.0998
H -1.9145 -3.1445 3.5344
H -0.9437 -5.9864 0.4772
H -1.3987 -7.8301 2.0536
H 1.9501 -3.8578 0.3132
H 3.1488 -4.4728 -1.7528
H 1.9431 -4.5487 -3.9088
H -0.4598 -4.0340 -4.0140
H -2.6298 -3.5169 -3.8833
H -4.9550 -2.8170 -3.4946
H -5.7139 -2.1789 -1.2351
H -4.1266 -2.2213 0.6631
C -3.0840 4.9267 -0.1324
C -2.5972 4.7641 -1.5656
C -1.1380 4.3336 -1.6548
C -0.6778 4.0761 -3.0914
Ge -1.1550 2.3231 -3.7864
C -2.9121 1.5954 -3.3749
C -3.1108 1.1267 -1.9239
C -4.5776 0.9059 -1.5471
C -5.3739 2.1975 -1.4069
H -4.1174 5.2764 -0.1072
H -2.4757 5.6584 0.4072
H -3.0451 3.9806 0.4164
H -2.7128 5.7049 -2.1140
H -3.2299 4.0353 -2.0796
H -0.9772 3.4368 -1.0441
H -0.5116 5.1116 -1.2065
H 0.4105 4.1247 -3.1737
H -1.0800 4.8466 -3.7552
H -0.7270 2.1218 -5.2441
H -3.0950 0.7655 -4.0606
H -3.6283 2.3812 -3.6348
H -2.6961 1.8487 -1.2086
H -2.5653 0.1884 -1.7884
H -4.6019 0.3827 -0.5889
H -5.0415 0.2454 -2.2874
H -4.9345 2.8272 -0.6296
H -6.4031 1.9903 -1.1105
H -5.4087 2.7706 -2.3367
C -2.7766 1.4694 1.7913
C -4.0012 1.5290 1.7693
C -5.4282 1.6558 1.7298
C -6.0438 2.9051 1.8632
C -7.4200 3.0332 1.7659
C -8.2154 1.9191 1.5352
C -7.6192 0.6711 1.4091
C -6.2440 0.5406 1.5056
H -5.4230 3.7743 2.0401
H -7.8761 4.0101 1.8699
H -9.2903 2.0212 1.4588
H -8.2319 -0.2051 1.2349
H -5.7755 -0.4311 1.4066
*
```

Summary:
relative energy (zero: lowest compared OMol25 entry of this formula, charge and spin) = 147.1 kJ/mol
gap between HOMO and LUMO = 6.508 eV
HOMO energy = -7.36 eV
energy = -7723.7424 hartree

# 4
C51H52BrF4GeN5OPSY | ωB97M-V with the def2-TZVPD basis set

```
! RIJCOSX wB97M-V def2-TZVPD def2/J DEFGRID3
* xyz -2 1
Y 0.3304 0.5838 -0.5659
C -1.6831 2.0176 -5.9574
C -1.5261 1.2000 -4.6643
N -0.2766 1.3399 -3.9321
C 0.8927 0.8820 -4.6748
C 0.8901 -0.6069 -4.9928
C -0.0313 2.6978 -3.4603
C -1.1028 3.2751 -2.5428
N -1.3339 2.4978 -1.3346
C -2.2292 2.9997 -0.5021
C -2.5531 2.3046 0.7069
F -1.8884 1.1254 0.9493
C -3.4889 2.7076 1.6219
F -3.7421 1.9353 2.7066
C -4.2113 3.8818 1.4610
C -3.9243 4.6037 0.3144
F -4.6087 5.7599 0.0948
C -3.0021 4.2057 -0.6256
F -2.8962 5.0395 -1.7087
H -2.6715 1.8388 -6.3803
H -0.9369 1.7343 -6.6954
H -1.5825 3.0811 -5.7564
H -1.6479 0.1423 -4.9055
H -2.3399 1.4760 -3.9889
H 1.7632 1.0879 -4.0489
H 1.0197 1.4570 -5.6102
H 0.7531 -1.1725 -4.0760
H 1.8558 -0.8758 -5.4148
H 0.1151 -0.8752 -5.7102
H 0.0950 3.4052 -4.3043
H 0.9096 2.6808 -2.9113
H -2.0405 3.3853 -3.1079
H -0.7582 4.2884 -2.2885
H -4.9508 4.2046 2.1718
O 1.5493 -0.4093 1.2477
N 2.3314 0.1633 2.1276
C 3.3591 -0.5355 2.6290
C 4.1057 -0.0669 3.6803
C 3.8039 1.1885 4.2126
C 2.8128 1.9374 3.6257
C 2.0687 1.4428 2.5462
S 0.8515 2.3326 1.7950
H 3.5001 -1.4991 2.1648
H 4.9030 -0.6739 4.0801
H 4.3432 1.5613 5.0714
H 2.5549 2.9209 3.9824
Br 3.2557 7.9197 -2.1950
C 2.9735 6.0441 -1.8746
C 3.8013 5.1165 -2.4854
C 3.6024 3.7787 -2.2544
C 2.5495 3.2946 -1.4201
C 1.7117 4.2969 -0.8563
C 1.9256 5.6341 -1.0574
N 2.2999 1.9894 -1.1988
C 3.3292 1.1130 -1.4982
C 3.1747 -0.2235 -1.7391
C 4.3282 -1.0347 -2.0312
C 4.2082 -2.3600 -2.2739
C 2.9160 -2.9390 -2.2282
C 1.8444 -2.1220 -1.9571
N 1.9015 -0.8084 -1.7434
H 4.5878 5.4468 -3.1549
H 4.2373 3.0762 -2.7737
H 0.8851 3.9778 -0.2396
H 1.2860 6.3724 -0.5894
H 4.3493 1.4999 -1.4771
H 5.2913 -0.5405 -2.0690
H 5.0713 -2.9729 -2.5183
H 2.7744 -3.9948 -2.4021
H 0.8475 -2.5573 -1.9302
C -2.3047 -1.2135 -2.4360
P -2.3235 -1.6947 -0.6677
C -2.8379 -3.4965 -0.7747
C -4.0033 -0.9660 -0.2090
H -3.1120 -1.6914 -2.9934
H -1.3374 -1.4781 -2.8601
H -2.4123 -0.1307 -2.4738
H -3.9167 -3.6508 -0.7834
H -2.4150 -4.0218 0.0809
H -2.4034 -3.9113 -1.6865
H -4.7895 -1.3213 -0.8767
H -3.9473 0.1225 -0.2563
H -4.2399 -1.2694 0.8095
C -0.7868 -1.4324 -0.0455
Ge -0.6059 -1.9253 1.8386
C -0.5676 -1.0116 3.6551
C -0.7183 0.3360 3.9247
C -0.7085 0.8140 5.2257
C -0.5740 -0.0591 6.2889
C -0.4716 -1.4174 6.0401
C -0.4696 -1.8801 4.7380
C -2.1772 -3.0753 2.4579
C -3.3073 -2.4056 2.9146
C -4.4412 -3.0805 3.3264
C -4.4725 -4.4645 3.2856
C -3.3533 -5.1551 2.8517
C -2.2200 -4.4634 2.4547
C 0.9236 -3.2218 1.9419
C 1.8706 -3.2573 2.9559
C 2.9386 -4.1395 2.9089
C 3.0806 -5.0068 1.8393
C 2.1488 -4.9791 0.8167
C 1.0872 -4.0973 0.8770
H -0.8392 1.0386 3.1175
H -0.8113 1.8754 5.4045
H -0.5692 0.3083 7.3079
H -0.4005 -2.1207 6.8627
H -0.4089 -2.9446 4.5501
H -3.2817 -1.3238 2.9622
H -5.3045 -2.5293 3.6829
H -5.3632 -5.0018 3.5934
H -3.3720 -6.2400 2.8197
H -1.3378 -5.0091 2.1372
H 1.7943 -2.5679 3.7878
H 3.6747 -4.1322 3.7053
H 3.9190 -5.6923 1.7990
H 2.2643 -5.6369 -0.0346
H 0.3713 -4.0529 0.0685
*
```

Summary:
gap between HOMO and LUMO = 4.031 eV
HOMO energy = 0.02 eV
energy = -8151.9554 hartree

Question: Among the records above, which one has the highest energy?
Answer: C51H49BN10O2P2SW